Record 1
ORCA calculation (wB97M-V/def2-TZVPD) on a structure of composition C49H64N8OOsS2 at a distorted geometry.

```
125
C49H64N8OOsS2 | OMol25 | wB97M-V/def2-TZVPD
Os -1.12 0.30 1.23
C 2.97 2.68 5.36
C 2.33 1.35 5.72
N 2.01 0.52 4.53
C 3.01 -0.50 4.14
C 3.99 0.00 3.09
C 0.89 0.76 3.86
S 0.73 -0.23 2.38
N 0.10 1.72 4.31
C -0.95 2.20 3.67
O -1.35 1.94 2.48
C -1.75 3.22 4.40
C -1.16 3.95 5.43
C -1.89 4.89 6.12
C -3.23 5.09 5.81
C -3.83 4.35 4.80
C -3.09 3.42 4.09
H 3.17 3.24 6.27
H 2.30 3.27 4.73
H 3.91 2.54 4.83
H 1.41 1.49 6.28
H 3.00 0.74 6.33
H 2.49 -1.40 3.82
H 3.53 -0.76 5.05
H 3.49 0.31 2.17
H 4.69 -0.81 2.85
H 4.58 0.84 3.45
H -0.12 3.78 5.67
H -1.43 5.47 6.91
H -3.81 5.82 6.36
H -4.88 4.49 4.58
H -3.57 2.83 3.32
C -0.29 -5.34 -2.34
C -1.76 -5.40 -2.06
C -2.50 -6.56 -2.30
C -3.87 -6.61 -2.05
C -4.53 -5.49 -1.58
C -3.82 -4.32 -1.36
C -2.45 -4.28 -1.58
N -1.70 -3.08 -1.37
C -1.77 -2.25 -0.31
N -2.36 -2.75 0.79
C -2.76 -2.13 1.97
C -2.42 -0.80 2.30
C -2.93 -0.33 3.53
C -3.69 -1.10 4.37
C -3.95 -2.43 4.03
C -3.49 -2.96 2.84
C -3.78 -4.40 2.49
N -1.24 -1.03 -0.33
C -0.85 -0.61 -1.66
C 0.49 -0.67 -2.00
C 0.92 -0.27 -3.25
C -0.01 0.20 -4.17
C -1.36 0.24 -3.83
C -1.81 -0.17 -2.58
C -3.28 -0.15 -2.28
H 0.09 -6.33 -2.62
H 0.28 -5.00 -1.47
H -0.05 -4.67 -3.17
H -1.99 -7.43 -2.67
H -4.41 -7.53 -2.23
H -5.60 -5.51 -1.41
H -4.35 -3.42 -1.03
H -1.07 -2.80 -2.11
H -2.67 -3.71 0.68
H -2.76 0.69 3.83
H -4.07 -0.69 5.29
H -4.52 -3.06 4.70
H -4.32 -4.88 3.30
H -2.87 -4.97 2.32
H -4.40 -4.49 1.59
H 1.20 -1.03 -1.26
H 1.96 -0.32 -3.51
H 0.31 0.52 -5.15
H -2.08 0.60 -4.56
H -3.78 0.62 -2.85
H -3.49 0.02 -1.22
H -3.75 -1.11 -2.54
C -3.55 4.90 -2.47
C -2.95 3.80 -1.65
C -1.73 3.23 -1.97
C -1.19 2.22 -1.19
N -1.80 1.80 -0.07
C -2.99 2.36 0.26
C -3.59 3.32 -0.50
H -3.20 4.86 -3.50
H -3.26 5.87 -2.06
H -4.63 4.85 -2.46
H -1.17 3.55 -2.84
H -0.24 1.78 -1.43
H -3.45 1.98 1.17
H -4.55 3.71 -0.19
C 3.32 -3.32 -2.03
C 4.64 -2.98 -2.71
C 4.89 -1.49 -2.92
C 5.12 -0.72 -1.62
N 3.91 -0.17 -1.00
C 3.37 1.04 -1.28
S 2.14 1.66 -0.28
N 3.87 1.71 -2.32
C 3.45 3.05 -2.72
C 4.21 3.53 -3.95
C 3.73 2.99 -5.29
C 3.94 1.49 -5.50
H 3.21 -4.39 -1.87
H 2.47 -2.98 -2.63
H 3.23 -2.84 -1.05
H 4.69 -3.49 -3.67
H 5.47 -3.40 -2.12
H 4.04 -1.04 -3.45
H 5.76 -1.36 -3.57
H 5.84 0.10 -1.75
H 5.57 -1.37 -0.87
H 3.61 -0.54 -0.12
H 4.64 1.30 -2.82
H 3.61 3.72 -1.88
H 2.37 3.03 -2.91
H 5.28 3.31 -3.82
H 4.15 4.62 -3.96
H 4.25 3.53 -6.09
H 2.67 3.24 -5.41
H 4.98 1.21 -5.33
H 3.68 1.18 -6.51
H 3.32 0.90 -4.81
```

**Energy relative to the best compared isomer or geometry (same formula, charge and spin)**: 0.00 kcal/mol
**HOMO-LUMO gap**: 5.89 eV
**Max |F|**: 0.0222 hartree/bohr
**Lowest unoccupied orbital energy**: -0.2413 hartree
**Total charge**: +2
**HOMO**: -12.453 eV
**Calculated total energy**: -3305.56584 Ha
**Multiplicity**: 1

Record 2
ORCA calculation (wB97M-V/def2-TZVPD) on the ion C4H8N3O2 with charge +1 at a distorted geometry.

```
17
C4H8N3O2 | OMol25 | wB97M-V/def2-TZVPD
N 1.74 1.27 0.62
C 1.24 0.66 -0.49
O 0.81 1.22 -1.47
C 1.42 -0.85 -0.60
C 0.11 -1.41 -0.94
N -0.91 -0.99 -0.30
C -1.56 -0.02 0.24
N -2.22 -0.11 1.41
O -1.89 1.08 -0.44
H 1.60 2.30 0.58
H 2.45 0.80 1.22
H 1.67 -1.24 0.39
H 2.21 -1.29 -1.32
H -0.02 -2.40 -1.34
H -2.43 -0.90 1.85
H -2.82 0.62 1.87
H -1.41 1.27 -1.26
```

**Energy relative to the best compared isomer or geometry (same formula, charge and spin)**: 32.48 kcal/mol
**HOMO-LUMO gap**: 9.74 eV
**Max |F|**: 0.1020 hartree/bohr
**Lowest unoccupied orbital energy**: -0.1717 hartree
**Total charge**: +1
**HOMO**: -14.408 eV
**Calculated total energy**: -471.70925 Ha
**Multiplicity**: 1

Record 3
ORCA calculation (wB97M-V/def2-TZVPD) on a cluster of 9 separate species, C12H42N6O9 in total at a distorted geometry.

```
69
C12H42N6O9 | OMol25 | wB97M-V/def2-TZVPD
N -6.86 -19.87 -14.91
C -5.99 -18.99 -15.43
N -6.41 -17.77 -15.45
O -4.62 -19.32 -15.69
H -6.57 -20.81 -14.95
H -7.92 -19.68 -14.91
H -5.73 -17.04 -15.69
H -7.42 -17.54 -15.17
N -8.65 -19.03 -10.55
C -8.41 -19.43 -11.80
N -7.56 -18.75 -12.53
O -9.18 -20.41 -12.35
H -9.51 -19.39 -10.09
H -8.18 -18.27 -9.99
H -7.29 -19.08 -13.50
H -6.93 -18.11 -12.08
N -9.52 -19.36 -14.83
C -9.54 -18.26 -15.53
N -8.92 -17.26 -14.91
O -10.12 -18.19 -16.73
H -9.99 -20.22 -15.18
H -9.38 -19.32 -13.86
H -9.13 -16.36 -15.40
H -8.76 -17.22 -13.95
C -8.13 -16.42 -18.63
C -7.79 -15.23 -17.77
O -8.39 -14.05 -18.21
H -7.75 -16.28 -19.67
H -9.23 -16.51 -18.76
H -7.80 -17.36 -18.17
H -6.72 -15.12 -17.70
H -8.02 -15.40 -16.71
H -7.77 -13.59 -18.81
C -6.95 -15.34 -13.27
C -7.98 -14.94 -12.27
O -8.14 -13.54 -12.27
H -6.60 -16.45 -13.13
H -6.08 -14.67 -13.17
H -7.35 -15.14 -14.26
H -7.61 -15.18 -11.29
H -8.96 -15.39 -12.55
H -8.19 -13.14 -13.14
C -4.11 -21.72 -11.27
C -3.79 -20.87 -12.48
O -3.42 -21.76 -13.51
H -4.51 -21.32 -10.37
H -3.19 -22.17 -10.88
H -4.75 -22.50 -11.66
H -3.03 -20.20 -12.11
H -4.70 -20.34 -12.75
H -3.10 -21.20 -14.18
C -1.79 -18.96 -13.98
O -1.97 -19.94 -15.01
H -1.08 -18.19 -14.26
H -1.31 -19.50 -13.11
H -2.80 -18.63 -13.79
H -2.62 -19.65 -15.61
C -3.62 -15.97 -15.38
O -4.77 -15.54 -16.06
H -2.78 -15.40 -15.65
H -3.49 -17.05 -15.69
H -3.59 -16.03 -14.29
H -4.54 -15.55 -17.00
C -1.93 -18.32 -17.93
O -3.33 -18.36 -18.08
H -1.50 -19.15 -17.46
H -1.71 -17.41 -17.37
H -1.53 -18.29 -18.92
H -3.68 -18.68 -17.25
```

**Energy relative to the best compared isomer or geometry (same formula, charge and spin)**: 147.11 kcal/mol
**HOMO-LUMO gap**: 9.54 eV
**Max |F|**: 0.1553 hartree/bohr
**Lowest unoccupied orbital energy**: -0.0050 hartree
**Total charge**: 0
**HOMO**: -9.673 eV
**Calculated total energy**: -1487.99661 Ha
**Multiplicity**: 1

Record 4
ORCA calculation (wB97M-V/def2-TZVPD) on a cluster of 2 separate species, C4H11NO3 in total at a distorted geometry.

```
19
C4H11NO3 | OMol25 | wB97M-V/def2-TZVPD
N -0.61 1.58 -1.47
C -0.36 0.43 -0.56
C 0.21 0.73 0.82
C -0.73 0.82 2.02
C -1.35 -0.56 2.18
O -2.27 -1.00 1.55
O -0.60 -1.32 2.98
H -0.04 2.38 -1.24
H -1.59 1.74 -1.63
H -1.34 -0.06 -0.48
H 0.38 -0.17 -1.07
H 0.98 -0.01 1.04
H 0.85 1.65 0.79
H -0.15 1.11 2.90
H -1.50 1.57 1.82
H -0.88 -2.24 2.89
O 4.31 -0.74 -5.73
H 3.82 -0.12 -5.18
H 5.21 -0.52 -6.00
```

**Energy relative to the best compared isomer or geometry (same formula, charge and spin)**: 27.62 kcal/mol
**HOMO-LUMO gap**: 9.80 eV
**Max |F|**: 0.0270 hartree/bohr
**Lowest unoccupied orbital energy**: 0.0278 hartree
**Total charge**: 0
**HOMO**: -9.046 eV
**Calculated total energy**: -439.48190 Ha
**Multiplicity**: 1

Record 5
ORCA calculation (wB97M-V/def2-TZVPD) on the molecule C4H2N2O at a distorted geometry.

```
9
C4H2N2O | OMol25 | wB97M-V/def2-TZVPD
C 1.42 2.06 -1.47
C 0.61 1.06 -1.16
C 0.15 0.12 -0.36
N 0.58 -0.11 1.05
C -0.38 -0.95 1.52
O -1.33 -1.23 0.64
N -0.83 -0.69 -0.61
H 2.00 3.09 -1.90
H -0.53 -1.29 2.53
```

**Energy relative to the best compared isomer or geometry (same formula, charge and spin)**: 101.78 kcal/mol
**HOMO-LUMO gap**: 9.82 eV
**Max |F|**: 0.2693 hartree/bohr
**Lowest unoccupied orbital energy**: -0.0070 hartree
**Total charge**: 0
**HOMO**: -10.006 eV
**Calculated total energy**: -338.17923 Ha
**Multiplicity**: 1

Record 6
ORCA calculation (wB97M-V/def2-TZVPD) on a structure of composition C20H30N4O5S3Sr at a distorted geometry.

```
63
C20H30N4O5S3Sr | OMol25 | wB97M-V/def2-TZVPD
Sr 0.34 1.08 -1.03
N 1.42 -1.47 -0.34
C 0.50 -2.58 -0.10
C 0.23 -3.37 -1.38
N -0.23 -2.64 -2.54
C -1.65 -2.46 -2.71
C -2.46 -1.75 -1.63
N -2.05 -0.36 -1.42
H 1.43 -0.90 0.50
H 2.39 -1.76 -0.44
H 0.86 -3.28 0.66
H -0.43 -2.14 0.29
H 1.17 -3.88 -1.65
H -0.49 -4.16 -1.16
H 0.32 -1.81 -2.76
H -1.79 -1.91 -3.65
H -2.11 -3.45 -2.85
H -3.52 -1.82 -1.93
H -2.37 -2.27 -0.67
H -2.38 0.28 -2.13
H -2.39 -0.06 -0.51
S 1.72 0.01 -3.54
C 1.08 0.72 -5.01
C 1.70 0.42 -6.23
C 1.28 0.93 -7.44
C 0.19 1.79 -7.47
C -0.44 2.11 -6.28
C -0.03 1.61 -5.04
S -0.92 2.10 -3.60
H 2.55 -0.26 -6.20
H 1.80 0.66 -8.36
H -0.17 2.21 -8.40
H -1.30 2.79 -6.28
C 1.42 -1.61 7.53
C 0.76 -1.02 6.32
C -0.24 -0.06 6.44
C -0.83 0.50 5.31
C -0.43 0.09 4.05
C 0.58 -0.86 3.91
C 1.16 -1.40 5.04
S -1.21 0.79 2.59
O -1.63 2.12 3.00
O -2.27 -0.13 2.22
N -0.12 0.78 1.47
C 1.01 1.74 1.71
C 2.42 1.44 1.00
O 3.24 0.87 1.73
O 2.56 1.87 -0.18
H 1.00 -1.20 8.45
H 2.49 -1.41 7.54
H 1.30 -2.70 7.56
H -0.55 0.26 7.42
H -1.59 1.26 5.40
H 0.91 -1.14 2.92
H 1.96 -2.13 4.93
H 1.25 1.76 2.77
H 0.71 2.75 1.41
C -1.36 4.21 0.11
O -1.53 2.89 -0.40
H -0.31 4.53 0.04
H -1.69 4.27 1.15
H -1.96 4.87 -0.51
H -1.32 2.30 0.35
```

**Energy relative to the best compared isomer or geometry (same formula, charge and spin)**: 25.82 kcal/mol
**HOMO-LUMO gap**: 4.67 eV
**Max |F|**: 0.0459 hartree/bohr
**Lowest unoccupied orbital energy**: 0.1456 hartree
**Total charge**: -2
**HOMO**: -0.712 eV
**Calculated total energy**: -2600.79876 Ha
**Multiplicity**: 1

Record 7
ORCA calculation (wB97M-V/def2-TZVPD) on the molecule C18H20ClN3O2.

```
44
C18H20ClN3O2 | OMol25 | wB97M-V/def2-TZVPD
O 1.96 1.51 -1.07
C 1.61 1.58 0.10
N 0.36 1.91 0.48
C -0.72 2.06 -0.46
C -1.65 0.80 -0.55
C -1.59 0.15 -1.92
C -0.42 -0.02 -2.65
C -0.47 -0.68 -3.86
C -1.70 -1.14 -4.32
N -2.83 -0.95 -3.66
C -2.77 -0.32 -2.50
N -1.35 -0.09 0.56
C -0.31 -1.09 0.40
C -0.83 -2.44 -0.12
O -1.89 -2.93 0.67
C -2.95 -2.00 0.72
C -2.47 -0.66 1.29
C 2.56 1.31 1.22
C 3.60 0.41 1.00
C 4.51 0.13 2.00
C 4.39 0.74 3.24
C 3.36 1.64 3.45
Cl 3.22 2.43 4.99
C 2.44 1.93 2.46
H 0.08 1.73 1.43
H -0.28 2.28 -1.43
H -1.32 2.92 -0.14
H -2.67 1.14 -0.40
H 0.53 0.36 -2.28
H 0.42 -0.83 -4.45
H -1.79 -1.66 -5.26
H -3.73 -0.18 -2.01
H 0.47 -0.72 -0.27
H 0.14 -1.26 1.39
H -0.04 -3.19 -0.08
H -1.17 -2.34 -1.17
H -3.72 -2.44 1.35
H -3.35 -1.85 -0.30
H -3.29 0.06 1.32
H -2.12 -0.84 2.32
H 3.69 -0.05 0.02
H 5.31 -0.57 1.82
H 5.10 0.53 4.03
H 1.67 2.66 2.65
```

**Energy relative to the best compared isomer or geometry (same formula, charge and spin)**: 13.52 kcal/mol
**HOMO-LUMO gap**: 8.78 eV
**Max |F|**: 0.0108 hartree/bohr
**Lowest unoccupied orbital energy**: 0.0160 hartree
**Total charge**: 0
**HOMO**: -8.348 eV
**Calculated total energy**: -1472.85185 Ha
**Multiplicity**: 1

Record 8
ORCA calculation (wB97M-V/def2-TZVPD) on a cluster of 2 separate species, C4H14N2OS in total at a distorted geometry.

```
22
C4H14N2OS | OMol25 | wB97M-V/def2-TZVPD
N 0.36 -1.81 -2.48
C -0.02 -1.39 -1.12
C -1.14 -0.32 -1.20
N -1.29 0.56 -0.07
C -1.46 0.01 1.26
C -0.47 0.62 2.22
S 1.25 0.23 1.81
H 1.35 -1.99 -2.52
H -0.08 -2.68 -2.75
H -0.43 -2.18 -0.48
H 0.85 -0.95 -0.65
H -2.09 -0.83 -1.42
H -0.95 0.29 -2.07
H -0.74 1.40 -0.14
H -1.45 -1.08 1.21
H -2.47 0.21 1.61
H -0.57 1.70 2.12
H -0.66 0.41 3.27
H 1.33 -0.98 2.37
O 0.93 1.65 -1.98
H 1.76 1.92 -2.36
H 0.70 0.81 -2.40
```

**Energy relative to the best compared isomer or geometry (same formula, charge and spin)**: 15.58 kcal/mol
**HOMO-LUMO gap**: 8.77 eV
**Max |F|**: 0.0201 hartree/bohr
**Lowest unoccupied orbital energy**: 0.0271 hartree
**Total charge**: 0
**HOMO**: -8.034 eV
**Calculated total energy**: -743.70900 Ha
**Multiplicity**: 1